# 1
Density functional theory data (ωB97M-V with the def2-TZVPD basis set) for a gas-phase ion, C10H17O2 (charge +1).

Structure (ORCA input):
```
! RIJCOSX wB97M-V def2-TZVPD def2/J DEFGRID3
* xyz 1 1
C -0.55 -1.21 -1.05
C 0.31 -0.97 -0.03
C 0.38 1.04 1.54
C -1.90 -0.44 -0.89
C -0.37 -0.14 0.98
C -1.65 0.38 0.25
C -3.09 -1.29 -0.50
C 2.45 -1.54 -1.20
C 1.20 3.11 0.51
C 1.72 -1.52 0.12
O -0.68 2.07 -0.17
O 0.58 1.88 0.36
H -0.24 -1.58 -2.01
H -0.02 1.56 2.41
H 1.34 0.81 1.90
H -2.19 -0.03 -1.84
H -0.83 -0.62 1.82
H -2.51 0.77 0.78
H -3.09 -2.02 -1.37
H -4.04 -0.70 -0.70
H -3.00 -1.97 0.42
H 2.48 -0.48 -1.43
H 2.08 -2.09 -2.07
H 3.58 -1.84 -0.85
H 1.03 3.60 1.40
H 2.20 2.86 0.51
H 0.97 3.68 -0.28
H 2.14 -0.82 0.82
H 1.69 -2.49 0.58
*
```

Computed properties:
Frontier orbital gap: 9.45 eV
Total energy: -14726.79749 eV
Energy relative to the best compared isomer or geometry (same formula, charge and spin): 5.3922 eV
Highest occupied orbital energy: -13.1 eV

# 2
Density functional theory data (ωB97M-V with the def2-TZVPD basis set) for a molecular structure, C10H10O2.

Structure (ORCA input):
```
! RIJCOSX wB97M-V def2-TZVPD def2/J DEFGRID3
* xyz 0 1
C 1.41 -1.24 -3.40
C 0.78 -1.75 -1.99
C 0.99 -3.14 -1.65
C 0.20 -0.64 -1.11
C -0.37 0.29 0.79
C 0.15 0.09 2.12
C -0.03 1.31 2.94
C -0.79 2.42 2.60
C -1.37 2.43 1.33
C -1.16 1.47 0.46
H 0.58 -0.55 -3.77
H 2.48 -0.91 -3.09
H 1.09 -2.27 -3.76
H 1.15 -3.85 -0.59
H 1.54 -3.94 -2.59
H 0.58 -0.76 2.66
H 0.37 1.39 3.93
H -0.91 3.22 3.28
H -2.26 3.10 1.21
H -1.60 1.57 -0.42
O -0.15 0.54 -1.41
O -0.07 -1.10 0.24
*
```

Computed properties:
Frontier orbital gap: 8.49 eV
Total energy: -14620.28028 eV
Energy relative to the best compared isomer or geometry (same formula, charge and spin): 7.6659 eV
Highest occupied orbital energy: -8.8 eV

# 3
Density functional theory data (ωB97M-V with the def2-TZVPD basis set) for a single C4H5N3S molecule.

Structure (ORCA input):
```
! RIJCOSX wB97M-V def2-TZVPD def2/J DEFGRID3
* xyz 0 1
C 2.92 -1.08 0.03
C 0.99 0.35 -0.03
C -1.09 -0.09 -0.10
C -0.88 1.39 -0.04
H 3.63 -1.08 -0.79
H 2.16 -1.89 -0.08
H 3.61 -1.27 0.88
H 2.82 1.11 0.04
H -1.61 2.17 0.06
N 2.28 0.22 0.04
N 0.13 -0.68 -0.08
N 0.37 1.70 0.04
S -2.61 -0.70 0.05
*
```

Computed properties:
Frontier orbital gap: 7.43 eV
SMILES string: CNC1=NC(=S)C=N1
Total energy: -19533.65137 eV
Energy relative to the best compared isomer or geometry (same formula, charge and spin): 1.2296 eV
Highest occupied orbital energy: -8.6 eV

# 4
Density functional theory data (ωB97M-V with the def2-TZVPD basis set) for 4 unconnected molecules or ions with the total composition C6H19NO4.

Structure (ORCA input):
```
! RIJCOSX wB97M-V def2-TZVPD def2/J DEFGRID3
* xyz 0 1
C 0.25 -1.05 -1.93
N 0.40 -0.58 -0.56
C -0.78 0.17 -0.05
C -0.59 0.42 1.46
C -0.35 -0.86 2.26
C 0.52 1.44 1.82
C -1.05 1.46 -0.82
O -1.37 2.49 -0.30
H -0.69 -1.56 -2.13
H 1.05 -1.77 -2.15
H 0.43 -0.26 -2.68
H 1.18 0.06 -0.47
H -1.66 -0.48 -0.05
H -1.45 0.99 1.83
H 0.59 -1.29 1.95
H -1.20 -1.53 2.13
H -0.26 -0.62 3.31
H 1.51 1.14 1.47
H 0.32 2.40 1.35
H 0.59 1.67 2.89
H -0.95 1.35 -1.92
H 2.98 2.13 -2.04
H 2.82 2.66 -0.56
O 3.02 1.90 -1.11
H -3.97 -0.62 -2.18
H -2.57 -0.22 -2.69
O -3.27 0.03 -2.07
H 2.09 -2.64 0.96
H 0.80 -3.48 0.87
O 1.61 -3.36 1.37
*
```

Computed properties:
Frontier orbital gap: 9.23 eV
SMILES string: CN[C@H](C=O)C(C)C.O.O.O
Total energy: -16209.38453 eV
Energy relative to the best compared isomer or geometry (same formula, charge and spin): 2.0441 eV
Highest occupied orbital energy: -8.9 eV

# 5
Density functional theory data (ωB97M-V with the def2-TZVPD basis set) for a single C5H6S molecule.

Structure (ORCA input):
```
! RIJCOSX wB97M-V def2-TZVPD def2/J DEFGRID3
* xyz 0 1
C -2.52 0.63 0.01
C 0.00 -0.39 -0.01
C 1.12 -1.13 -0.03
C 2.30 -0.32 0.01
C 3.37 0.22 0.04
H -3.61 0.40 -0.04
H -2.37 1.17 0.93
H -2.27 1.24 -0.82
H 0.16 0.70 -0.15
H 1.10 -2.21 0.03
H 4.32 0.65 0.02
S -1.60 -0.96 0.02
*
```

Computed properties:
Frontier orbital gap: 8.89 eV
SMILES string: C#C/C=C/SC
Total energy: -16114.71240 eV
Energy relative to the best compared isomer or geometry (same formula, charge and spin): 1.8261 eV
Highest occupied orbital energy: -8.0 eV

# 6
Density functional theory data (ωB97M-V with the def2-TZVPD basis set) for a single C5H4O2 molecule.

Structure (ORCA input):
```
! RIJCOSX wB97M-V def2-TZVPD def2/J DEFGRID3
* xyz 0 1
O -0.48 2.04 -1.02
C -0.29 1.14 -0.25
C -1.19 -0.07 0.01
C -0.13 -1.12 -0.20
C 1.09 -0.71 0.18
C 1.06 0.75 0.42
O 1.85 1.50 0.95
H -1.50 -0.06 1.07
H -2.07 -0.12 -0.62
H -0.35 -2.07 -0.69
H 2.01 -1.29 0.15
*
```

Computed properties:
Frontier orbital gap: 9.05 eV
SMILES string: O=C1C=CCC1=O
Total energy: -9343.31983 eV
Energy relative to the best compared isomer or geometry (same formula, charge and spin): 0.8623 eV
Highest occupied orbital energy: -9.4 eV

# 7
Density functional theory data (ωB97M-V with the def2-TZVPD basis set) for a single C2H2N4 molecule.

Structure (ORCA input):
```
! RIJCOSX wB97M-V def2-TZVPD def2/J DEFGRID3
* xyz 0 1
C 0.07 -0.58 -0.98
N -0.43 -1.42 -0.09
N -0.96 -0.79 0.93
N -0.24 0.17 1.45
C 0.25 0.98 0.53
N 0.07 0.75 -0.78
H 0.45 -0.99 -1.92
H 0.78 1.87 0.86
*
```

Computed properties:
Frontier orbital gap: 8.96 eV
SMILES string: c1ncnnn1
Total energy: -8063.51749 eV
Energy relative to the best compared isomer or geometry (same formula, charge and spin): 2.6144 eV
Highest occupied orbital energy: -10.1 eV

# 8
Density functional theory data (ωB97M-V with the def2-TZVPD basis set) for a single C5H9NO3 molecule.

Structure (ORCA input):
```
! RIJCOSX wB97M-V def2-TZVPD def2/J DEFGRID3
* xyz 0 1
C -0.16 1.44 -2.52
C 0.43 0.14 -0.53
C 1.64 0.21 1.48
C -0.73 -0.11 -0.02
C -1.28 -1.05 0.92
H -0.64 2.41 -2.03
H -0.96 0.72 -2.56
H 0.28 1.68 -3.58
H 2.39 -0.28 -0.48
H 2.84 0.46 1.75
H -1.47 0.60 -0.47
H -1.55 -0.42 1.73
H -0.51 -1.58 1.46
H -2.25 -2.72 0.15
N 1.64 -0.25 0.16
O 0.83 0.88 -1.68
O 0.60 0.37 2.11
O -2.57 -1.60 0.43
*
```

Computed properties:
Frontier orbital gap: 9.43 eV
SMILES string: CO/C(=C/CO)NC=O
Total energy: -12959.65518 eV
Energy relative to the best compared isomer or geometry (same formula, charge and spin): 5.0510 eV
Highest occupied orbital energy: -8.8 eV

# 9
Density functional theory data (ωB97M-V with the def2-TZVPD basis set) for a molecular structure, C23H24BN4O2RuS.

Structure (ORCA input):
```
! RIJCOSX wB97M-V def2-TZVPD def2/J DEFGRID3
* xyz 0 2
Ru -0.60 0.54 0.36
C -0.53 3.88 0.89
N 0.24 2.92 0.11
C -0.05 3.02 -1.32
C 1.65 2.97 0.35
C 2.36 4.13 0.63
C 3.73 4.08 0.86
C 4.40 2.87 0.84
C 3.73 1.71 0.53
C 2.35 1.73 0.27
N 1.61 0.62 0.06
C 2.12 -0.57 -0.36
C 3.13 -0.68 -1.33
C 3.50 -1.92 -1.81
C 2.88 -3.06 -1.33
C 1.90 -2.98 -0.35
C 1.51 -1.75 0.14
N 0.54 -1.56 1.19
C 1.19 -1.20 2.45
C -0.36 -2.68 1.40
H -0.31 4.93 0.62
H -0.30 3.74 1.95
H -1.59 3.71 0.72
H 0.20 4.02 -1.70
H -1.11 2.83 -1.49
H 0.54 2.27 -1.86
H 1.85 5.08 0.67
H 4.26 4.99 1.09
H 5.46 2.84 1.06
H 4.25 0.76 0.53
H 3.58 0.22 -1.72
H 4.27 -1.99 -2.56
H 3.16 -4.03 -1.72
H 1.45 -3.89 0.02
H 1.86 -2.00 2.80
H 0.43 -1.02 3.21
H 1.78 -0.29 2.33
H 0.15 -3.54 1.84
H -0.81 -2.98 0.46
H -1.16 -2.36 2.08
S -1.64 0.94 2.64
C -2.59 1.39 1.36
N -3.37 1.83 0.61
O -2.77 -0.62 -2.24
B -1.94 -0.42 -1.14
O -2.40 -1.27 -0.10
C -3.48 -1.94 -0.57
C -4.26 -2.89 0.05
C -5.33 -3.39 -0.68
C -5.57 -2.97 -1.98
C -4.77 -2.04 -2.62
C -3.71 -1.53 -1.89
H -4.05 -3.23 1.05
H -5.99 -4.11 -0.22
H -6.41 -3.39 -2.52
H -4.97 -1.74 -3.63
*
```

Computed properties:
Frontier orbital gap (spin up / spin down): 5.96 / 6.05 eV
Total energy: -48388.34933 eV
Energy relative to the best compared isomer or geometry (same formula, charge and spin): 3.7667 eV
Highest occupied orbital energy (spin up / spin down): -7.1 / -7.2 eV

# 10
Density functional theory data (ωB97M-V with the def2-TZVPD basis set) for a molecular structure, BeH10O5.

Structure (ORCA input):
```
! RIJCOSX wB97M-V def2-TZVPD def2/J DEFGRID3
* xyz 2 1
Be 0.27 0.21 -0.18
O 1.60 0.89 -1.15
H 2.45 0.54 -0.99
H 1.62 1.42 -1.92
O -1.71 -0.92 1.20
H -2.40 -0.69 1.80
H -1.83 -1.86 1.01
O 0.78 0.55 1.32
H 0.49 1.41 1.67
H 0.92 0.03 2.14
O 0.40 -1.33 -0.69
H 0.86 -1.67 -1.50
H 0.30 -2.13 -0.20
O -0.97 1.08 -0.62
H -1.08 1.98 -0.97
H -1.70 0.48 -0.91
*
```

Computed properties:
Frontier orbital gap: 12.43 eV
Total energy: -10788.24574 eV
Energy relative to the best compared isomer or geometry (same formula, charge and spin): 0.1549 eV
Highest occupied orbital energy: -20.1 eV

Number 1: largest force on an atom 3.94 eV/A. Number 2: largest force on an atom 6.59 eV/A. Number 3: largest force on an atom 2.98 eV/A. Number 4: largest force on an atom 1.72 eV/A. Number 5: largest force on an atom 1.63 eV/A. Number 6: largest force on an atom 0.61 eV/A. Number 7: largest force on an atom 3.42 eV/A. Number 8: largest force on an atom 6.83 eV/A. Number 9: largest force on an atom 3.91 eV/A. Number 10: largest force on an atom 2.67 eV/A.